Entry 1:
{"formula": "C5H15NOS", "method": "ωB97M-V with the def2-TZVPD basis set", "elements": ["C", "H", "S", "H", "H", "O", "H", "H", "C", "N", "H", "H", "C", "C", "H", "C", "H", "H", "H", "H", "H", "H", "H"], "xyz": [[0.059, -1.687, -0.687], [2.241, 2.598, 1.054], [1.436, 3.092, 0.053], [0.950, -0.554, -2.161], [-1.527, -0.200, -0.271], [-7.033, 1.117, 2.748], [-0.111, -2.364, -1.504], [0.800, 1.628, -1.614], [1.587, 0.234, -0.276], [0.619, -0.431, -1.220], [2.946, -1.203, 0.716], [3.010, -1.282, -1.016], [1.727, 1.641, -0.998], [-1.312, -1.254, 0.001], [0.976, 0.329, 0.696], [2.884, -0.575, -0.181], [0.647, -2.092, 0.111], [-1.061, -1.088, 1.058], [-6.459, 0.534, 3.245], [3.786, 0.010, -0.289], [-6.548, 1.867, 2.392], [2.574, 1.558, -1.695], [-2.191, -1.877, -0.161]], "nbo_charge": [-0.225, 0.117, -0.021, 0.360, 0.223, -0.949, 0.195, 0.246, -0.056, -0.657, 0.219, 0.216, -0.547, -0.635, 0.209, -0.656, 0.177, 0.195, 0.474, 0.218, 0.475, 0.208, 0.212], "e_above_lowest_kj_mol": 164.69, "max_force_ha_per_bohr": 0.059, "energy_ev": -19799.6300, "charge": 0, "smiles": "CCN[C@@H](C)CS.O", "orbital_gap_ha": 0.34453}

Entry 2:
{"formula": "CH5O3PSi", "method": "ωB97M-V with the def2-TZVPD basis set", "elements": ["H", "O", "O", "H", "H", "C", "P", "H", "H", "O", "Si"], "xyz": [[1.355, 1.757, 0.223], [-1.022, -0.442, 2.349], [-0.997, 1.098, 0.290], [0.245, 1.784, -1.773], [0.428, -1.598, -0.664], [0.388, -0.903, 0.140], [-1.188, -0.421, 0.885], [1.890, 0.343, -1.820], [1.131, -1.279, 0.964], [-2.704, -1.226, 0.059], [0.472, 0.887, -0.653]], "nbo_charge": [-0.261, -1.192, -1.193, -0.241, 0.227, -1.271, 2.251, -0.516, 0.233, -1.218, 1.182], "e_above_lowest_kj_mol": 149.35, "max_force_ha_per_bohr": 0.125, "energy_ev": -24425.8406, "charge": -2, "orbital_gap_ha": 0.25837}

Entry 3:
{"formula": "C11H22F6MgN2O8S2", "method": "ωB97M-V with the def2-TZVPD basis set", "elements": ["H", "H", "O", "H", "H", "H", "O", "F", "F", "C", "H", "H", "C", "C", "O", "H", "Mg", "H", "H", "H", "C", "H", "S", "H", "O", "O", "F", "C", "S", "C", "H", "O", "C", "F", "H", "C", "H", "F", "C", "F", "H", "O", "H", "C", "H", "N", "H", "H", "N", "O", "H", "C"], "xyz": [[-1.834, -2.487, 2.023], [3.583, 1.334, -0.070], [1.347, 3.354, 1.451], [-1.948, -3.466, -0.147], [3.422, 2.785, -2.262], [1.626, -3.890, -0.444], [-1.623, -1.465, 0.234], [-1.379, 1.274, 3.168], [-3.991, 3.309, 0.235], [-3.474, 2.129, 0.694], [3.590, -2.286, 0.987], [-3.215, -2.369, -0.780], [1.964, -2.975, -0.947], [1.029, -2.643, -2.089], [-0.058, -2.021, -1.430], [-0.164, 1.683, -0.584], [0.223, -0.628, -0.025], [2.875, 3.753, -0.833], [0.387, 0.707, -2.023], [2.089, -2.961, 1.701], [2.548, 1.104, -0.309], [-3.232, -1.471, 1.541], [0.243, 2.393, 1.346], [-1.736, -0.718, 2.135], [-2.065, 1.857, -1.502], [1.840, -1.877, -0.046], [-4.415, 1.176, 0.444], [-2.141, -2.491, -0.611], [-1.851, 1.759, -0.055], [-2.141, -1.549, 1.551], [0.066, 2.460, -2.179], [2.060, 0.095, 0.188], [2.527, -2.109, 1.172], [-3.406, 2.264, 2.050], [2.425, -1.220, 1.801], [0.468, 1.682, -1.497], [0.192, -1.624, 1.442], [-1.083, 3.420, 3.402], [-0.453, 2.263, 3.031], [0.499, 2.033, 3.982], [1.882, 3.709, -2.331], [-1.471, 0.427, 0.420], [1.477, -1.909, -2.765], [2.538, 3.104, -1.669], [-1.384, -3.298, -2.469], [1.853, 1.937, -1.140], [2.996, -3.102, -1.288], [0.758, -3.542, -2.651], [-1.026, 2.963, 0.574], [0.654, 1.036, 0.981], [-1.720, -1.542, -2.508], [-1.349, -2.368, -1.893]], "nbo_charge": [0.202, 0.156, -0.898, 0.182, 0.198, 0.184, -0.614, -0.313, -0.309, 0.741, 0.157, 0.189, -0.080, -0.079, -0.618, 0.152, 1.704, 0.224, 0.181, 0.199, 0.549, 0.163, 2.219, 0.241, -0.917, -0.605, -0.312, -0.079, 2.185, -0.266, 0.260, -0.663, -0.254, -0.309, 0.240, -0.409, -0.800, -0.316, 0.714, -0.311, 0.221, -0.972, 0.179, -0.412, 0.194, -0.467, 0.184, 0.197, -1.141, -0.979, 0.189, -0.082], "e_above_lowest_kj_mol": 0.00, "max_force_ha_per_bohr": 0.155, "energy_ev": -74534.7861, "charge": 0, "orbital_gap_ha": 0.22329}

Entry 4:
{"formula": "C3H4NOS2", "method": "ωB97M-V with the def2-TZVPD basis set", "elements": ["S", "H", "O", "C", "H", "S", "C", "N", "C", "H", "H"], "xyz": [[-0.086, -1.493, -1.074], [-0.141, 1.050, -1.868], [-2.413, 1.584, -0.974], [-1.728, 0.750, -0.543], [-1.145, -2.625, 0.459], [-2.313, -0.604, 0.782], [-0.276, 0.491, -0.848], [0.421, 0.940, 0.250], [-1.161, -1.670, 0.168], [1.338, 1.400, 0.234], [0.288, 0.574, 1.201]], "nbo_charge": [0.500, 0.307, -0.375, 0.530, 0.240, 0.400, -0.199, -0.811, -0.439, 0.435, 0.412], "e_above_lowest_kj_mol": 46.97, "max_force_ha_per_bohr": 0.080, "energy_ev": -28374.9484, "charge": 1, "orbital_gap_ha": 0.30706}

Entry 5:
{"formula": "C31H32BrO2PPbSe2", "method": "ωB97M-V with the def2-TZVPD basis set", "elements": ["P", "H", "Se", "H", "H", "H", "C", "C", "C", "H", "H", "H", "H", "H", "H", "H", "C", "H", "H", "C", "H", "C", "C", "H", "C", "C", "C", "H", "H", "C", "C", "H", "C", "O", "H", "H", "H", "H", "C", "Br", "C", "C", "C", "C", "Se", "C", "C", "H", "C", "H", "O", "C", "C", "H", "H", "C", "H", "Pb", "C", "H", "H", "H", "C", "C", "H", "H", "C", "C", "C", "C"], "xyz": [[0.315, 3.106, -1.557], [-3.193, 0.492, 3.622], [-0.297, 1.891, 0.148], [2.443, 8.121, -0.220], [-1.195, 3.342, -6.207], [1.520, -3.744, 3.273], [1.396, -2.166, -1.425], [-2.834, 3.457, -4.824], [-0.926, 3.212, -2.840], [4.158, -5.788, -2.202], [1.645, -2.226, 4.129], [0.271, 0.375, 4.348], [-2.572, 3.330, -1.449], [3.336, 6.080, 0.845], [-4.235, -0.467, 1.302], [-1.646, 1.279, 3.383], [-1.810, -0.697, 2.553], [0.222, -1.110, 5.290], [-2.484, -2.654, -0.951], [-3.443, -0.797, 0.629], [0.515, 3.121, -4.446], [-0.188, -2.439, 3.041], [4.181, -5.118, -0.171], [2.396, -2.498, 1.050], [-0.766, -1.240, 3.380], [2.361, -3.195, -0.983], [2.771, -3.231, 0.349], [-4.270, 3.552, -3.229], [2.546, -4.046, -2.940], [2.865, -4.103, -1.909], [0.470, 5.843, -1.751], [2.400, 3.872, 0.260], [-1.493, 3.337, -5.168], [0.702, -1.516, -0.573], [-0.329, 5.778, -2.478], [0.577, -4.577, 1.052], [4.894, -5.863, 0.155], [-2.822, -4.092, -0.003], [2.535, 6.007, 0.123], [4.292, -4.245, 2.527], [-2.272, 3.331, -2.491], [-3.225, 3.455, -3.490], [0.980, 4.697, -1.145], [1.004, 7.077, -1.409], [1.855, 1.610, -2.025], [-1.714, -2.580, 1.060], [-0.306, -4.568, 1.707], [-3.889, -1.514, -0.053], [2.012, 4.772, -0.204], [-1.216, -0.112, 5.151], [1.264, -1.907, -2.658], [3.767, -5.071, -1.494], [-2.073, -3.319, -0.195], [-1.198, -3.811, -0.619], [-3.581, 3.551, -5.601], [2.029, 7.156, -0.480], [0.595, -3.493, 4.752], [-0.291, -0.242, -2.255], [-2.376, 0.633, 2.902], [0.618, 7.974, -1.873], [-0.019, -5.062, 2.632], [-2.800, 1.143, 2.041], [-0.724, -3.163, 1.936], [-0.348, -0.488, 4.609], [-3.126, 0.077, 0.052], [-1.079, -5.151, 1.214], [-0.531, 3.214, -4.178], [-2.300, -1.391, 1.408], [0.950, -3.011, 3.837], [3.685, -4.192, 0.737]], "nbo_charge": [1.029, 0.280, -0.174, 0.241, 0.245, 0.242, 0.790, -0.156, -0.395, 0.242, 0.245, 0.245, 0.230, 0.241, 0.246, 0.252, 0.240, 0.248, 0.225, -0.653, 0.238, -0.010, -0.194, 0.227, 0.039, -0.206, -0.167, 0.240, 0.244, -0.145, -0.186, 0.232, -0.193, -0.799, 0.232, 0.280, 0.248, 0.260, -0.192, 0.093, -0.216, -0.186, -0.395, -0.196, -0.194, 0.063, -0.702, 0.240, -0.190, 0.243, -0.758, -0.188, -0.664, 0.240, 0.243, -0.139, 0.253, 1.338, -0.699, 0.242, 0.260, 0.242, 0.272, -0.662, 0.224, 0.251, -0.212, -0.047, -0.669, -0.104], "e_above_lowest_kj_mol": 109.32, "max_force_ha_per_bohr": 0.003, "energy_ev": -252020.6211, "charge": 2, "orbital_gap_ha": [0.20744, 0.18774]}

Entry 6:
{"formula": "C26H36N2O2", "method": "ωB97M-V with the def2-TZVPD basis set", "elements": ["C", "H", "C", "N", "H", "C", "C", "H", "C", "H", "C", "H", "C", "H", "H", "H", "C", "C", "C", "H", "H", "H", "H", "C", "H", "N", "H", "C", "H", "C", "C", "H", "C", "H", "C", "H", "H", "C", "C", "H", "H", "H", "C", "H", "O", "H", "H", "C", "H", "H", "O", "C", "H", "H", "C", "H", "H", "H", "H", "C", "H", "H", "C", "C", "H", "C"], "xyz": [[3.307, 2.775, 1.015], [-0.897, -0.918, -3.657], [-0.009, 1.390, 2.037], [0.093, -1.152, -1.890], [-2.793, -1.368, -0.831], [-1.374, 0.862, -2.563], [3.025, 3.225, -0.270], [3.793, 3.721, -0.847], [-0.822, -2.124, -1.337], [-0.206, -2.887, -0.856], [-0.383, -0.282, -2.925], [2.047, -0.817, 1.788], [2.974, -1.324, 1.538], [0.680, -0.496, 0.032], [2.846, -2.388, 1.727], [5.473, -1.431, 0.485], [-3.957, 1.976, 0.629], [-1.367, 1.596, 1.529], [-3.743, 1.543, 1.934], [4.294, 2.902, 1.432], [-2.276, -3.624, 0.332], [-4.964, 2.142, 0.277], [-2.512, 0.474, -4.110], [1.095, -0.649, -0.971], [3.747, -0.951, 2.206], [-0.507, 2.222, -0.642], [-3.409, -1.278, 1.920], [-2.454, 1.360, 2.373], [-0.086, -2.929, 1.344], [-1.579, 2.013, 0.203], [-2.901, 2.204, -0.226], [-3.103, 2.552, -1.225], [1.774, 3.060, -0.821], [0.250, 2.261, -2.577], [1.027, 2.015, 1.212], [-1.342, 2.995, -2.413], [3.503, -0.010, -0.073], [-1.862, -1.615, -0.316], [3.374, -1.088, 0.084], [1.591, 3.458, -1.807], [-1.337, -2.608, -2.172], [-3.694, -2.982, 2.281], [-3.477, -2.273, 1.486], [-4.580, 1.361, 2.590], [0.233, 0.769, 3.063], [-2.238, 1.032, 3.380], [-0.927, -1.719, 2.308], [2.305, 2.185, 1.748], [1.454, 0.315, -1.334], [-1.495, -0.704, 0.159], [-2.110, 1.253, -3.710], [-2.166, -2.633, 0.790], [-1.242, -3.433, 2.573], [0.484, 0.153, -3.432], [-1.034, -2.682, 1.814], [-4.307, -2.285, 0.781], [-2.065, 0.491, -1.796], [5.037, -1.580, -1.218], [1.973, -2.586, -0.573], [2.299, -1.594, -0.885], [4.604, -2.858, -0.081], [2.470, 1.837, 2.756], [-0.710, 2.167, -2.074], [0.748, 2.430, -0.103], [2.723, -1.689, -1.887], [4.706, -1.782, -0.202]], "nbo_charge": [-0.253, 0.187, 0.525, -0.472, 0.198, 0.063, -0.166, 0.217, -0.199, 0.194, -0.206, 0.219, -0.609, 0.181, 0.199, 0.204, -0.170, -0.140, -0.236, 0.219, 0.188, 0.217, 0.473, -0.216, 0.206, -0.419, 0.208, -0.164, 0.202, 0.197, -0.263, 0.226, -0.287, 0.219, -0.235, 0.216, 0.194, -0.435, -0.223, 0.216, 0.192, 0.205, -0.601, 0.218, -0.580, 0.240, 0.217, -0.125, 0.196, 0.207, -0.726, -0.212, 0.209, 0.193, -0.612, 0.202, 0.181, 0.203, 0.193, -0.387, 0.200, 0.240, -0.234, 0.302, 0.201, -0.596], "e_above_lowest_kj_mol": 23.74, "max_force_ha_per_bohr": 0.013, "energy_ev": -34622.4220, "charge": 0, "smiles": "CC(C)CCN(CCC(C)C)C[C@H](O)Cn1c2ccccc2c(=O)c2ccccc21", "orbital_gap_ha": 0.28869}